Density functional theory data (ωB97M-V/def2-TZVPD) for 16 unconnected molecules or ions with the total composition C29H20Cl60FNO4S.

XYZ file:
```
116
Properties=species:S:1:pos:R:3:mulliken_charge:R:1
C -2.97653 -0.95887 -1.93108 -0.471
C -1.63126 -0.23509 -2.61195 -0.157
C -0.50177 -0.15481 -1.42416 0.241
O -0.07045 1.05078 -0.96694 -0.550
O 0.09107 -1.34338 -0.73634 -0.402
C -0.63401 -1.34730 0.57616 0.723
C 0.47211 -1.06151 1.75270 -0.823
N 0.09501 0.11156 2.67962 0.278
C 1.27540 0.24004 3.61655 -1.274
C 1.34879 1.64465 4.45842 -0.230
C 0.44959 2.87121 3.84649 0.523
C 1.28229 3.76052 2.71083 0.120
C 1.71300 5.33038 2.93655 -0.206
C 2.55264 6.15844 1.79406 -0.649
C 2.99635 5.41224 0.40008 -0.116
C 2.57389 3.83597 0.13724 -0.365
C 1.71065 3.03748 1.29507 -0.038
S -1.39107 -0.29124 3.50253 1.202
O -1.71753 -1.80190 3.57338 -0.601
O -1.52697 0.27782 4.93471 -0.538
F -2.66933 0.45871 2.57387 -0.343
H -2.67900 -2.06710 -1.62542 -0.026
H -3.88683 -0.94849 -2.70076 0.298
H -3.28353 -0.30896 -0.98515 0.235
H -1.31849 -0.86905 -3.54811 0.271
H -1.90150 0.89312 -2.88809 0.268
H -1.50865 -0.55472 0.52910 0.380
H -1.08536 -2.44920 0.66195 -0.610
H 1.50790 -0.87337 1.19610 0.426
H 0.63137 -2.01551 2.43470 0.359
H 1.33087 -0.72860 4.28081 0.518
H 2.25377 0.21232 2.93285 0.478
H 0.96239 1.40917 5.55813 0.318
H 2.46213 2.04252 4.59365 0.293
H 0.21771 3.61805 4.74309 -0.442
H -0.59336 2.55112 3.41701 0.157
H 1.42879 5.90333 3.92968 0.119
H 2.81977 7.28104 1.99567 0.269
H 3.59807 6.04094 -0.38920 0.350
H 2.92005 3.34197 -0.87040 0.177
H 1.37549 1.92304 1.13470 0.107
C -2.90805 -5.39259 -0.57897 0.159
Cl -2.82862 -4.03270 0.56944 -0.065
Cl -3.95320 -6.67247 0.08736 -0.034
Cl -3.58011 -4.82339 -2.12788 -0.041
Cl -1.27018 -6.04177 -0.84498 -0.045
C 1.14893 -7.96426 -4.06764 0.322
Cl 1.92300 -7.11587 -2.70547 -0.101
Cl -0.56321 -7.48245 -4.17169 -0.066
Cl 1.97999 -7.53486 -5.58413 -0.100
Cl 1.25610 -9.72399 -3.80938 -0.069
C 4.71896 0.20289 6.43869 0.221
Cl 5.91154 0.62413 5.18379 -0.012
Cl 4.11245 1.69233 7.20559 -0.035
Cl 3.36031 -0.67793 5.69503 -0.083
Cl 5.49148 -0.82718 7.67034 -0.116
C 3.71922 5.94780 -4.04479 0.260
Cl 4.04994 7.66181 -4.40148 -0.125
Cl 5.04537 4.94214 -4.68071 -0.059
Cl 3.59492 5.72133 -2.28182 -0.126
Cl 2.18647 5.46588 -4.81501 -0.034
C -0.79213 5.92953 -7.77852 0.307
Cl 0.38335 7.19523 -7.34182 -0.074
Cl -1.98748 6.59696 -8.91874 -0.103
Cl 0.06106 4.56513 -8.54355 -0.089
Cl -1.62539 5.36062 -6.30991 -0.061
C -8.14673 -7.80355 -0.61945 0.347
Cl -9.69262 -7.87427 0.26355 -0.095
Cl -8.30283 -8.68207 -2.16161 -0.092
Cl -7.72578 -6.10300 -0.94462 -0.071
Cl -6.86554 -8.55474 0.36498 -0.094
C 0.48869 5.75453 7.60284 0.100
Cl 1.71853 4.49389 7.33313 0.068
Cl 0.34765 6.08299 9.34831 -0.064
Cl 0.97083 7.24565 6.75495 -0.110
Cl -1.08232 5.19570 6.97479 -0.019
C -3.97900 6.65429 3.93030 0.183
Cl -3.89957 8.01417 5.07871 -0.105
Cl -5.02415 5.37441 4.59663 -0.107
Cl -4.65106 7.22349 2.38138 0.018
Cl -2.34113 6.00511 3.66428 0.018
C -3.77612 -2.11069 -5.82968 0.288
Cl -3.56782 -0.41383 -5.32796 -0.087
Cl -4.20776 -3.10042 -4.41245 -0.037
Cl -5.07484 -2.21547 -7.04507 -0.096
Cl -2.25407 -2.71307 -6.53347 -0.099
C 6.43739 1.20330 -4.27594 0.280
Cl 6.24357 1.65966 -5.98725 -0.101
Cl 8.15097 1.35325 -3.81161 -0.094
Cl 5.44968 2.28187 -3.25814 0.010
Cl 5.90515 -0.48162 -4.04662 -0.098
C -2.03332 -11.84343 -5.92050 0.257
Cl -1.82502 -10.14657 -5.41878 0.000
Cl -2.46496 -12.83316 -4.50327 -0.100
Cl -3.33204 -11.94822 -7.13589 -0.072
Cl -0.51127 -12.44581 -6.62429 -0.082
C 0.77515 2.58614 11.12931 0.271
Cl 1.34877 3.86957 12.22393 -0.098
Cl 2.14387 1.96668 10.17156 -0.046
Cl 0.07180 1.25878 12.08755 -0.101
Cl -0.46405 3.24945 10.03423 -0.039
C -1.74515 -12.24602 -10.87795 0.319
Cl -1.17153 -10.96258 -9.78332 -0.056
Cl -0.37642 -12.86548 -11.83570 -0.093
Cl -2.44850 -13.57338 -9.91971 -0.079
Cl -2.98435 -11.58270 -11.97303 -0.093
C 10.09315 1.19043 4.73231 0.341
Cl 9.56609 0.54709 6.30799 -0.087
Cl 8.67227 1.43674 3.68596 -0.090
Cl 10.92865 2.74535 4.97511 -0.088
Cl 11.20581 0.03258 3.96017 -0.090
C -5.73967 7.61225 -1.34346 0.327
Cl -5.66024 8.97214 -0.19506 -0.094
Cl -6.78483 6.33238 -0.67713 -0.083
Cl -6.41173 8.18146 -2.89238 -0.108
Cl -4.10180 6.96308 -1.60948 -0.062
```

Density functional theory data (ωB97M-V/def2-TZVPD) for 2 unconnected molecules or ions with the total composition C4H3F3NP.

XYZ file:
```
12
Properties=species:S:1:pos:R:3:mulliken_charge:R:1
C -0.90242 0.82570 0.41035 -0.352
C -2.19790 0.18907 0.33685 -0.202
C 0.00768 -0.10854 0.11824 0.123
C 2.34807 0.23710 -0.10982 0.707
N -2.24831 -1.06733 0.05009 -0.520
F 2.94780 -0.42117 0.86397 -0.189
F 2.69995 -0.22545 -1.29736 -0.191
F 2.56426 1.53944 -0.01839 -0.190
P -0.69932 -1.75100 -0.01885 -0.026
H -0.75476 1.87161 0.60659 0.383
H -3.12054 0.73656 0.46929 0.376
H -0.64451 -1.82598 -1.41096 0.080
```

Density functional theory data (ωB97M-V/def2-TZVPD) for a single C2H7O3PS molecule.

XYZ file:
```
14
Properties=species:S:1:pos:R:3:mulliken_charge:R:1
C 0.13930 2.25656 1.41317 -0.952
C -0.57514 -2.07849 -1.95310 -0.794
O -1.79247 -1.75491 0.42534 -0.464
O 0.23596 0.03541 -0.31634 -0.389
O 2.46735 1.07344 0.52182 -0.615
P 1.09035 0.72878 0.87871 0.641
S -1.28831 -1.01451 -0.66282 0.655
H -0.06361 2.94650 0.46345 0.248
H 0.75544 2.70742 2.08898 0.345
H -0.82776 2.11418 1.81791 0.341
H -0.80024 -1.45877 -2.83713 0.288
H 0.61419 -2.31500 -1.94773 0.281
H -0.88462 -3.13553 -1.94645 0.359
H 0.92956 -0.10508 2.05420 0.057
```

Here are the calculated molar mass numbers, same order: 2624.73, 153.04, 142.12 (g/mol).
Here are the calculated HOMO numbers, same order: -8.336, -9.735, -10.091 (eV).
Here are the calculated relative energy (zero: lowest compared OMol25 entry of this formula, charge and spin) numbers, same order: 1420.52, 0.00, 93.09 (kJ/mol).